No. 1
148
Properties=species:S:1:pos:R:3 method="wB97M-V/def2-TZVPD" homo_ev=-6.371 homo_lumo_gap_ev=6.062 e_above_lowest_kcal_mol=29.8
Sc 0.5791 0.2635 -0.5245
C -0.6654 6.5090 1.0223
C -0.2383 6.3132 -0.4310
N 0.7641 5.2547 -0.5655
C 2.1657 5.6486 -0.6745
C 2.7251 5.4390 -2.0801
C 0.3924 3.9601 -0.4347
S 1.5850 2.7531 -0.2973
N -0.9365 3.7810 -0.3487
C -1.5623 2.6332 -0.4425
O -1.0478 1.4961 -0.7186
C -3.0368 2.7472 -0.2090
C -3.6298 4.0027 -0.0678
C -4.9970 4.1180 0.1125
C -5.7965 2.9830 0.1570
C -5.2153 1.7313 0.0232
C -3.8448 1.6176 -0.1562
H -1.3458 7.3569 1.1132
H 0.2064 6.6866 1.6539
H -1.1663 5.6106 1.3778
H 0.1992 7.2308 -0.8251
H -1.1001 6.0538 -1.0450
H 2.7486 5.0693 0.0414
H 2.2357 6.7019 -0.4029
H 2.6213 4.3949 -2.3677
H 3.7847 5.6963 -2.1024
H 2.1956 6.0593 -2.8061
H -3.0009 4.8803 -0.1130
H -5.4482 5.0976 0.2101
H -6.8662 3.0784 0.2954
H -5.8277 0.8382 0.0501
H -3.3954 0.6442 -0.2642
Br 0.7742 -5.2050 -6.0144
C 2.1834 -5.2449 -4.7366
C 2.8810 -4.0802 -4.4602
C 3.8630 -4.0936 -3.4882
C 4.1706 -5.2725 -2.7962
C 3.4907 -6.4434 -3.1352
C 2.4918 -6.4308 -4.0918
N 5.2629 -5.3606 -1.9171
N 5.5728 -4.4655 -1.1092
C 4.7272 -3.4012 -0.8005
C 5.3394 -2.1752 -0.5874
C 4.6117 -0.9988 -0.4517
C 3.2219 -1.0161 -0.4817
O 2.4890 0.0483 -0.3867
C 2.5649 -2.2906 -0.5642
N 1.2095 -2.2564 -0.4711
C 0.5723 -3.4047 -0.4437
C 1.2210 -4.6458 -0.4523
C 2.5847 -4.6909 -0.5663
C 3.3052 -3.4868 -0.6830
H 2.6485 -3.1680 -4.9933
H 4.4128 -3.1885 -3.2644
H 3.7428 -7.3603 -2.6175
H 1.9605 -7.3398 -4.3375
H 6.4216 -2.1499 -0.6174
H 5.1091 -0.0447 -0.3403
H -0.5083 -3.3600 -0.3809
H 0.6423 -5.5544 -0.3564
H 3.1057 -5.6375 -0.5345
C -2.9064 -0.9491 4.7058
Si -1.7141 0.3561 5.4111
C -2.4281 2.0406 4.9163
C -1.8087 0.2308 7.3026
Si 0.4395 0.0654 4.4966
Te -0.2330 0.2944 2.0928
Si 1.3310 -2.0182 5.1339
C 0.1974 -3.4544 4.6113
C 1.5130 -2.1733 7.0182
C 3.0447 -2.3852 4.4082
Si 1.8788 1.7885 5.2139
C 1.9463 1.9294 7.1083
C 1.2985 3.4717 4.5650
C 3.6704 1.5432 4.6403
H -3.9422 -0.7623 4.9971
H -2.6361 -1.9560 5.0354
H -2.8468 -0.9207 3.6145
H -3.4937 2.1225 5.1396
H -2.2942 2.1877 3.8422
H -1.9123 2.8554 5.4299
H -2.8261 0.3913 7.6643
H -1.1644 0.9775 7.7716
H -1.4796 -0.7515 7.6487
H -0.7545 -3.4048 5.1458
H 0.6491 -4.4261 4.8206
H -0.0166 -3.4055 3.5397
H 0.5562 -2.0219 7.5226
H 2.2106 -1.4296 7.4095
H 1.8875 -3.1594 7.3003
H 3.0522 -2.2501 3.3238
H 3.3632 -3.4075 4.6215
H 3.7935 -1.7096 4.8272
H 0.9586 2.1379 7.5253
H 2.6158 2.7342 7.4190
H 2.3068 1.0042 7.5634
H 0.3467 3.7552 5.0200
H 1.1468 3.4307 3.4831
H 2.0215 4.2624 4.7764
H 4.1291 0.6880 5.1418
H 4.2829 2.4214 4.8542
H 3.7129 1.3597 3.5642
S -1.9538 -1.2320 -0.5263
C -2.8984 -2.3428 0.2281
N -2.5310 -3.0249 1.3259
C -3.5535 -3.7861 2.0213
C -4.6364 -4.0882 0.9900
S -4.5370 -2.7425 -0.2435
H -1.7276 -2.6765 1.8381
H -3.9554 -3.2128 2.8620
H -3.1223 -4.7080 2.4123
H -5.6331 -4.0893 1.4215
H -4.4540 -5.0264 0.4695
O 0.4941 -0.0049 -2.6025
P -0.5071 0.2242 -3.7133
C -1.6792 -1.1419 -3.8743
C -1.1189 -2.3932 -3.6194
C -1.8743 -3.5402 -3.7798
C -3.1922 -3.4453 -4.2061
C -3.7420 -2.2043 -4.4873
C -2.9861 -1.0524 -4.3355
C -1.1939 1.9004 -3.7302
C -0.2153 2.8868 -3.8748
C -0.5773 4.2176 -3.9750
C -1.9202 4.5722 -3.9457
C -2.8902 3.5978 -3.7821
C -2.5316 2.2620 -3.6679
C 0.3344 0.1588 -5.3116
C -0.3880 0.3580 -6.4847
C 0.2532 0.2675 -7.7074
C 1.6119 -0.0211 -7.7583
C 2.3319 -0.2170 -6.5900
C 1.6922 -0.1297 -5.3614
H -0.0901 -2.4590 -3.2835
H -1.4336 -4.5082 -3.5770
H -3.7898 -4.3398 -4.3264
H -4.7672 -2.1271 -4.8257
H -3.4223 -0.0951 -4.5844
H 0.8308 2.6024 -3.9073
H 0.1852 4.9771 -4.0873
H -2.2088 5.6103 -4.0511
H -3.9359 3.8708 -3.7301
H -3.2993 1.5201 -3.5015
H -1.4476 0.5827 -6.4329
H -0.3030 0.4176 -8.6233
H 2.1081 -0.0944 -8.7173
H 3.3901 -0.4393 -6.6357
H 2.2346 -0.2796 -4.4350


No. 2
13
Properties=species:S:1:pos:R:3 method="wB97M-V/def2-TZVPD" homo_ev=-9.625 homo_lumo_gap_ev=10.604 smiles="O=C(NO)N1CC1" e_above_lowest_kcal_mol=119.7
O -0.2730 1.9359 -0.1950
C -0.5741 0.7278 -0.0249
N -1.8393 0.4433 0.3642
O -2.2762 -0.8637 -0.2482
N 0.1863 -0.3672 -0.1522
C 1.2856 -0.2752 0.8283
C 1.4786 -0.2080 -0.6353
H -2.7083 1.0553 0.1099
H -1.6383 -1.5313 -0.1882
H 1.3588 -1.2568 1.1929
H 1.4803 0.5965 1.2727
H 1.8002 -1.0117 -1.3526
H 1.7194 0.7551 -0.9714


No. 3
58
Properties=species:S:1:pos:R:3 method="wB97M-V/def2-TZVPD" homo_ev="-5.439 / -5.480" total_charge=-1 homo_lumo_gap_ev="6.977 / 6.981" e_above_lowest_kcal_mol=44.3
Ir -2.1100 -2.2149 -1.4530
O -3.1913 -1.4075 -3.2740
S -3.6566 -0.5022 -2.1792
O -4.6111 0.4861 -2.5744
O -4.1733 -1.4555 -1.1089
O -2.4227 0.0815 -1.5715
C -0.6499 -3.6841 -4.4779
O -0.2433 -2.7574 -3.4939
C 0.9993 -2.8427 -2.9728
C 1.9645 -3.7754 -3.2938
C 3.1875 -3.7136 -2.6309
Br 4.5148 -4.9870 -3.1095
C 3.4471 -2.7995 -1.6426
C 2.4537 -1.8783 -1.2795
C 1.2538 -1.8712 -1.9840
O 0.2373 -0.9943 -1.8094
C 2.7131 -0.9577 -0.1711
N 3.9032 -0.5074 0.1346
C 3.7199 0.3222 1.2166
C 4.6377 1.0611 1.9604
C 4.1582 1.7941 3.0269
C 2.7969 1.8155 3.3572
C 1.8713 1.0971 2.6271
C 2.3523 0.3503 1.5598
N 1.7264 -0.4609 0.6456
H -0.6181 -4.7092 -4.0981
H -0.0311 -3.6051 -5.3767
H -1.6778 -3.4162 -4.7106
H 1.7914 -4.5408 -4.0349
H 4.3955 -2.7648 -1.1288
H 0.4406 -0.2954 -1.1731
H 5.6877 1.0551 1.7050
H 4.8547 2.3662 3.6255
H 2.4738 2.4038 4.2054
H 0.8142 1.1132 2.8511
H 0.7597 -0.7839 0.7416
C -1.1919 -4.0713 -0.7525
H -1.6903 -4.4008 0.1588
H -0.1295 -3.9584 -0.5238
H -1.2973 -4.8671 -1.4933
S -5.2751 2.6293 2.3448
C -3.9889 1.7041 1.8504
S -4.0826 0.0321 1.4080
C -2.3281 0.0341 1.1615
N -1.7951 1.1910 1.3437
N -2.7083 2.1279 1.6942
C -2.2265 3.4443 1.9141
C -2.5083 4.1125 3.0972
C -1.9891 5.3809 3.2946
C -1.1878 5.9687 2.3278
C -0.9055 5.2913 1.1512
C -1.4279 4.0265 0.9393
S -1.4035 -1.3983 0.9928
H -3.1217 3.6410 3.8486
H -2.2073 5.9082 4.2133
H -0.7786 6.9553 2.4998
H -0.2872 5.7520 0.3926
H -1.2390 3.4757 0.0288